No. 1
The following is a DFT calculation (ωB97M-V/def2-TZVPD) of a molecular structure, C37H35ClMnN2S2Si2.

F_max = 0.0902 hartree/bohr
charge = 0
HOMO-LUMO gap (spin up / spin down) = 4.69 / 5.34 eV
ΔE to the lowest compared entry with this formula, charge and spin = 30.4 kJ/mol
HOMO (spin up / spin down) = -5.167 / -5.846 eV
spin multiplicity = 6

Atoms and positions in Å:
C: -1.40 -0.49 5.30
C: -2.24 0.05 4.27
C: -2.30 -0.90 3.20
H: -2.79 0.98 4.36
C: -1.51 -2.03 3.57
C: -0.97 -1.79 4.87
H: -0.42 -2.49 5.48
H: -1.20 -0.04 6.27
H: -2.89 -0.80 2.30
H: -1.41 -2.95 3.00
Mn: -0.21 -0.25 3.48
Si: 1.78 0.10 -3.49
C: 1.40 1.63 -4.46
C: 2.19 2.10 -5.51
H: 3.16 1.65 -5.71
C: 1.71 3.15 -6.32
H: 2.31 3.49 -7.17
C: 0.48 3.75 -6.04
H: 0.11 4.58 -6.65
C: -0.30 3.30 -4.97
H: -1.26 3.75 -4.73
C: 0.17 2.25 -4.17
H: -0.42 1.91 -3.33
C: 1.71 -1.29 -4.70
C: 0.72 -1.20 -5.70
H: 0.27 -0.23 -5.94
C: 0.25 -2.36 -6.32
H: -0.58 -2.28 -7.03
C: 0.81 -3.60 -6.01
H: 0.38 -4.51 -6.41
C: 1.94 -3.66 -5.17
H: 2.44 -4.61 -5.00
C: 2.41 -2.50 -4.53
H: 3.27 -2.54 -3.87
H: 0.55 -0.13 -2.73
Si: 0.08 0.10 0.50
C: -0.65 -1.53 -0.11
C: -1.89 -1.65 -0.79
H: -2.43 -0.76 -1.12
C: -2.42 -2.92 -1.08
H: -3.36 -3.00 -1.62
C: -1.74 -4.08 -0.69
H: -2.16 -5.06 -0.90
C: -0.51 -3.98 -0.03
H: 0.04 -4.87 0.28
C: 0.05 -2.71 0.21
H: 1.07 -2.64 0.61
C: -0.98 1.53 -0.09
C: -2.28 1.65 0.43
H: -2.63 0.95 1.19
C: -3.15 2.65 -0.02
H: -4.15 2.73 0.43
C: -2.75 3.53 -1.02
H: -3.45 4.28 -1.41
C: -1.44 3.48 -1.51
H: -1.13 4.19 -2.28
C: -0.55 2.53 -1.00
H: 0.49 2.53 -1.34
H: 2.90 0.21 -2.53
Cl: 2.06 0.28 -0.04
C: -1.51 3.27 3.75
C: -0.35 2.76 4.51
N: 0.31 1.63 4.27
C: 1.46 1.51 5.07
C: 1.64 2.60 5.91
S: 0.37 3.77 5.75
C: 2.15 0.26 5.08
C: 3.19 -0.16 5.89
S: 3.47 -1.87 5.74
C: 2.20 -1.96 4.55
N: 1.60 -0.79 4.30
C: 1.92 -3.23 3.86
H: -2.30 3.48 4.48
H: -1.23 4.23 3.29
H: -1.84 2.56 3.00
H: 2.44 2.67 6.63
H: 3.71 0.49 6.58
H: 2.80 -3.52 3.28
H: 1.77 -3.98 4.65
H: 1.04 -3.19 3.21

---

No. 2
The following is a DFT calculation (ωB97M-V/def2-TZVPD) of 2 unconnected molecules or ions with the total composition C3H11N2O2.

F_max = 0.1089 hartree/bohr
charge = +2
HOMO-LUMO gap (spin up / spin down) = 9.83 / 4.49 eV
ΔE to the lowest compared entry with this formula, charge and spin = 295.8 kJ/mol
HOMO (spin up / spin down) = -18.786 / -18.785 eV
spin multiplicity = 2

Atoms and positions in Å:
O: -0.74 -1.79 0.27
C: -1.15 -0.80 0.81
N: -2.23 -0.96 1.66
C: -0.34 0.55 0.50
N: 0.78 0.05 -0.46
C: 2.12 -0.44 0.20
H: -2.64 -1.86 1.88
H: -3.00 -0.29 1.93
H: -0.86 1.30 0.07
H: -0.06 0.87 1.53
H: 0.90 0.87 -1.23
H: 0.34 -0.78 -0.86
H: 2.84 -0.79 -0.62
H: 2.03 -1.16 0.96
H: 2.19 0.39 0.91
H: 0.18 2.92 -2.36
H: 1.46 2.91 -3.16
O: 1.12 2.55 -2.33

---

No. 3
The following is a DFT calculation (ωB97M-V/def2-TZVPD) of a molecular structure, C27H32N8O5RhS.

F_max = 0.0210 hartree/bohr
charge = +1
HOMO-LUMO gap (spin up / spin down) = 8.75 / 5.65 eV
ΔE to the lowest compared entry with this formula, charge and spin = 8.0 kJ/mol
HOMO (spin up / spin down) = -11.291 / -11.272 eV
spin multiplicity = 5

Atoms and positions in Å:
Rh: -0.48 -0.06 -0.46
N: 0.49 1.80 2.28
C: 1.47 0.91 1.91
C: 2.68 0.99 2.63
C: 3.68 0.10 2.35
C: 3.49 -0.85 1.35
C: 2.30 -0.84 0.67
N: 1.30 0.02 0.94
C: -0.73 2.17 1.76
C: -1.43 3.18 2.45
C: -2.60 3.66 1.95
C: -3.10 3.13 0.75
C: -2.36 2.17 0.13
N: -1.19 1.67 0.61
H: 0.80 2.47 2.98
H: 2.80 1.76 3.38
H: 4.62 0.15 2.89
H: 4.26 -1.57 1.09
H: 2.11 -1.52 -0.14
H: -0.99 3.60 3.35
H: -3.12 4.46 2.46
H: -4.01 3.49 0.30
H: -2.68 1.75 -0.82
O: 1.99 -1.00 -3.76
C: 1.16 -0.96 -2.88
O: 1.11 -0.08 -1.92
C: 0.05 -1.99 -2.84
C: -0.05 -2.96 -3.82
C: -1.11 -3.86 -3.76
C: -2.01 -3.76 -2.71
C: -1.83 -2.76 -1.77
N: -0.82 -1.89 -1.83
H: 0.69 -2.98 -4.60
H: -1.22 -4.62 -4.51
H: -2.84 -4.44 -2.62
H: -2.49 -2.66 -0.92
N: -0.21 2.27 -2.83
C: 0.20 3.15 -1.89
C: 1.36 2.87 -1.10
C: 1.61 3.61 0.03
C: 0.71 4.63 0.41
C: -0.31 5.04 -0.48
C: -0.57 4.31 -1.60
S: 0.88 5.43 2.00
O: -0.41 6.00 2.30
O: 1.31 4.39 2.92
O: 1.92 6.37 1.60
H: -0.88 2.55 -3.53
H: 0.43 1.52 -3.06
H: 2.00 2.04 -1.38
H: 2.47 3.41 0.66
H: -0.90 5.91 -0.21
H: -1.39 4.58 -2.25
C: -3.87 -0.80 0.52
N: -3.35 -0.99 1.86
C: -3.85 -0.08 2.89
C: -2.13 -1.60 2.03
N: -1.21 -1.55 1.11
N: -1.93 -2.21 3.23
C: -3.01 -2.86 3.97
C: -0.59 -2.62 3.62
H: -4.64 -0.03 0.55
H: -4.32 -1.72 0.15
H: -3.10 -0.48 -0.19
H: -3.58 0.96 2.65
H: -3.41 -0.33 3.85
H: -4.93 -0.16 2.97
H: -0.45 -2.19 1.30
H: -3.96 -2.68 3.48
H: -3.06 -2.48 4.99
H: -2.84 -3.94 4.00
H: -0.27 -3.55 3.13
H: -0.57 -2.78 4.69
H: 0.13 -1.83 3.37

---

Number 1 is which compound?
C37H35ClMnN2S2Si2

---

Which value of ΔE to the lowest compared entry with this formula, charge and spin does entry 3 give?
8.0 kJ/mol

---

Which value of spin multiplicity does entry 3 give?
5

---

Look up the F_max of the third one.
0.0210 hartree/bohr